Entry 1:
The following is a quantum chemistry calculation of C53H41AsIrN4 as an isolated structure at a distorted geometry, from the OMol25 dataset.

The geometry in XYZ format:
```
100
C53H41AsIrN4, DFT wB97M-V/def2-TZVPD
Ir 0.61993 -0.97827 -0.42914
As -0.22914 1.18427 1.27310
N 1.51711 -2.20655 0.85945
N 2.40917 -0.40526 -1.07461
N -1.15647 -1.66120 0.16510
N -0.23583 0.16708 -1.83742
C -1.53610 0.10814 -2.25128
C -2.33830 -1.48161 -0.49794
C -0.15401 -2.16854 6.04058
C 1.71259 1.62657 -2.24190
C -3.69535 5.30142 1.91587
C -3.42256 3.08507 1.02589
C 3.66744 -2.37242 -0.30187
C 5.48715 -2.96122 -1.90200
C 2.11436 2.99215 -2.64647
C 2.43591 4.74009 -4.26973
C 0.36778 1.20739 -2.47416
C -4.66815 0.42187 -2.27857
C 6.46915 -5.15339 -1.87271
C -0.58619 1.82256 -3.34739
C 2.77888 -2.70990 0.76604
C 3.02798 -3.53484 1.91100
C 4.08971 1.02770 -1.62827
C 3.58422 -1.00970 -0.82393
C -3.87498 -0.72488 -2.27476
C 1.90246 -3.51147 2.67790
C 2.09721 3.43066 -3.96933
C 2.48365 3.88050 -1.63343
C 5.54079 -5.55815 -0.91835
C 2.67826 0.82813 -1.62768
C -1.57989 4.62271 0.99699
C -1.83091 -3.48488 4.26069
C -4.35749 -1.89973 -2.84991
C -1.25320 2.32677 0.02767
C -1.74458 1.11358 -3.25025
C -1.59864 0.71140 2.56241
C 4.60424 -3.31280 -0.85227
C 0.93864 -2.70094 1.98959
C -2.07538 -3.54246 5.62112
C -1.23883 -2.89031 6.51738
C -4.22458 4.05633 1.60439
C -5.60159 -1.91045 -3.46129
C -2.84428 -2.45699 1.46124
C 2.79583 5.19622 -1.93802
C -2.08925 3.35521 0.71918
C 4.65310 -0.11734 -1.12761
C 0.80936 2.45382 2.32156
C 4.61092 -4.66655 -0.43498
C -2.37836 5.59015 1.58872
C -5.92484 0.39428 -2.86213
C 2.76724 5.62907 -3.25572
C -6.38606 -0.76591 -3.46914
C -2.52094 -0.71851 -1.67429
C -0.75234 -2.75035 3.75883
C 6.40941 -3.86090 -2.38591
C -3.39844 -2.01836 0.29607
C -1.43169 -2.25147 1.36827
C 0.08666 -2.10076 4.67920
C -0.42912 -2.57413 2.33229
H -3.73899 -2.78881 -2.84697
H 2.49269 3.53710 -0.60530
H -3.38217 -2.86662 2.29531
H -1.88073 1.63742 -0.52987
H -2.01892 1.63075 2.96895
H -5.26585 3.84181 1.80444
H 1.82931 2.54275 1.95316
H 3.01284 6.65480 -3.49413
H 0.50937 -1.66046 6.72745
H -1.16541 0.12391 3.37169
H 0.92197 -1.51585 4.31449
H -1.96808 6.57106 1.78777
H -4.43809 -2.02778 0.01488
H 4.60576 1.89803 -1.99835
H -0.56236 4.86719 0.71052
H -5.95788 -2.81704 -3.93115
H 7.08668 -3.56863 -3.17650
H -0.53560 2.77911 -0.65540
H -6.54641 1.27923 -2.83984
H -2.91288 -4.11909 5.98964
H -2.38797 0.12714 2.09230
H 0.83647 2.10573 3.35217
H 1.72908 -4.03853 3.60069
H 5.43418 -1.97893 -2.34293
H 2.43861 5.07012 -5.29969
H 5.53954 -6.57958 -0.56361
H 3.95965 -4.02190 2.14123
H -4.30822 6.04374 2.40838
H 5.70054 -0.29779 -0.95559
H -2.44078 -4.07638 3.59331
H 1.85624 2.73367 -4.76230
H -4.30990 1.32569 -1.79864
H -7.35706 -0.77763 -3.94478
H 3.05992 5.88263 -1.14467
H -0.39434 2.67831 -3.97098
H -1.42709 -2.95855 7.58003
H 7.21084 -5.84984 -2.23938
H -2.66089 1.27453 -3.79156
H -3.84278 2.11576 0.77635
H 0.31728 3.42325 2.27463
H 3.85974 -5.01323 0.25616
```

LUMO energy (alpha / beta): -0.269 / -0.291 Ha
Multiplicity: 2
Molecular weight: 1001.078 g mol⁻¹
Total charge: +2
Kohn-Sham gap (alpha / beta): 4.82 / 4.88 eV
Energy relative to the best compared isomer or geometry (same formula, charge and spin): 0.0 kJ/mol

Atom charges from the Mulliken analysis, given in e for atoms 1 to 6: 0.0577 1.1510 -0.2785 -0.1976 -0.3654 -0.2461

---

Entry 2:
The following is a quantum chemistry calculation of C8H17ClINOPZr as an isolated structure at a distorted geometry, from the OMol25 dataset.

The geometry in XYZ format:
```
31
C8H17ClINOPZr, DFT wB97M-V/def2-TZVPD
I -0.49870 0.73705 2.95290
Zr 0.91106 -0.81397 -1.58863
Cl -1.02525 0.04963 -2.46303
P -0.27097 -2.62189 -0.31344
O 0.10848 4.79012 2.72484
N 1.52438 0.94043 -0.73898
C -2.19381 1.04321 1.87039
C 0.87764 -4.03375 -0.14078
C -1.20996 -2.73666 1.22795
C 1.76631 2.08707 -0.63751
C -0.07748 3.66919 2.74532
C 2.01751 3.47155 -0.48588
C 2.26917 4.24988 -1.81184
C -1.53025 -3.32054 -1.45865
H 3.03961 3.76684 -2.42777
H -1.79838 -3.67021 1.17980
H 2.89085 3.58155 0.18135
H 1.15093 3.90948 0.03740
H 1.44728 -3.90318 0.78720
H -2.98333 0.40646 2.29326
H -1.18904 -3.30221 -2.49874
H -2.45898 -2.74419 -1.37982
H -1.99692 0.78025 0.83234
H -1.88493 -1.87996 1.34473
H 2.61264 5.27568 -1.62547
H 0.28954 -4.95830 -0.09460
H -2.45333 2.10585 1.93886
H 1.57192 -4.06932 -0.98791
H -1.72155 -4.35711 -1.15592
H 1.34053 4.32046 -2.39427
H -0.52497 -2.77340 2.08691
```

LUMO energy (alpha / beta): -0.518 / -0.518 Ha
Multiplicity: 1
Molecular weight: 427.785 g mol⁻¹
Total charge: +3
Kohn-Sham gap (alpha / beta): 3.33 / 3.32 eV
Energy relative to the best compared isomer or geometry (same formula, charge and spin): 0.0 kJ/mol

Atom charges from the Mulliken analysis, given in e for atoms 1 to 6: 0.2152 1.4074 -0.1347 0.7694 -0.0963 -0.4223

---

Entry 3:
The following is a quantum chemistry calculation of ClNO7Rb2 as an isolated structure at a distorted geometry, from the OMol25 dataset.

The geometry in XYZ format:
```
11
ClNO7Rb2, DFT wB97M-V/def2-TZVPD
Rb -0.38864 -2.41027 -2.13071
Rb -1.97594 4.86134 -0.06549
Cl -0.01408 1.25873 -1.19054
O 0.10565 -2.15401 0.78980
O 0.22367 -1.68724 2.97923
O 1.53971 -2.96391 2.07380
O 0.44947 0.51278 -0.06158
O -0.94341 2.13292 -0.47003
O -0.55390 0.48193 -2.20883
O 0.91659 2.21079 -1.67046
N 0.64092 -2.24308 1.95479
```

LUMO energy (alpha / beta): -0.115 / -0.255 Ha
Multiplicity: 2
Molecular weight: 332.389 g mol⁻¹
Total charge: +1
Kohn-Sham gap (alpha / beta): 8.80 / 5.00 eV

Atom charges from the Mulliken analysis, given in e for atoms 1 to 6: 0.9822 0.9812 1.6666 -0.3784 -0.3253 -0.3643

---

Entry 4:
The following is a quantum chemistry calculation of a 2-piece molecular cluster, C3H8NO overall at a distorted geometry, from the OMol25 dataset.

The geometry in XYZ format:
```
13
C3H8NO, DFT wB97M-V/def2-TZVPD
O -1.80383 0.11381 1.08944
N 0.38981 0.17920 -0.98973
C 1.92225 0.21485 0.90018
C 0.67760 0.25640 0.38367
C -0.64266 -0.74824 -1.38039
H 2.78867 0.13874 0.27606
H 2.09835 0.77123 1.84533
H -0.31068 0.53262 0.91152
H -1.50302 -0.43839 -0.60977
H -2.66098 0.08251 1.31703
H -0.69359 -0.82912 -2.45679
H -0.42470 -1.73598 -0.92278
H 0.66474 0.97552 -1.56872
```

LUMO energy: -0.343 Ha
Multiplicity: 1
Molecular weight: 74.103 g mol⁻¹
Total charge: +1
Kohn-Sham gap: 5.55 eV
Energy relative to the best compared isomer or geometry (same formula, charge and spin): 742.4 kJ/mol

Atom charges from the Mulliken analysis, given in e for atoms 1 to 6: -0.6421 -0.0430 -0.5754 -0.0189 -0.4014 0.3355